# 1
17
Properties=species:S:1:pos:R:3:lowdin_charge:R:1 method="wB97M-V/def2-TZVPD" homo_ev=-8.38 spin_multiplicity=1
N -2.85 0.24 -0.47 0.1472
B -1.73 0.37 0.35 -0.3736
C -0.97 -0.10 1.65 -0.0682
C -0.12 0.56 0.51 -0.1709
C 0.87 -0.37 -0.15 -0.2828
C 1.58 0.00 -1.41 -0.1546
C 2.35 -0.10 -0.16 -0.0967
H -3.70 -0.23 0.06 0.1325
H -2.98 0.27 -1.51 0.0958
H -0.93 0.33 2.70 0.0915
H -0.90 -1.18 1.85 0.0843
H 0.26 1.51 0.81 0.1097
H 0.52 -1.36 -0.07 0.1188
H 1.21 0.87 -1.93 0.1025
H 1.81 -0.69 -2.19 0.0854
H 2.84 -0.99 -0.14 0.0724
H 2.72 0.87 0.11 0.1066

---

# 2
9
Properties=species:S:1:pos:R:3:lowdin_spin:R:1 method="wB97M-V/def2-TZVPD" homo_ev="-7.78 / -9.34" spin_multiplicity=3
N 2.23 -0.16 0.49 0.7208
N -1.06 -0.02 -0.75 0.0751
N 0.24 0.75 1.04 0.4187
N -0.48 -0.22 0.48 0.2968
O 1.62 -0.99 -0.03 0.4320
H -1.15 0.88 -1.12 0.0063
H -1.76 -0.68 -0.94 0.0030
H 0.33 1.50 0.30 0.0246
H 0.04 -1.07 0.52 0.0227

---

# 3
17
Properties=species:S:1:pos:R:3:lowdin_charge:R:1 method="wB97M-V/def2-TZVPD" homo_ev=-10.24 spin_multiplicity=1
C -0.55 3.10 -1.49 -0.0748
C -1.52 2.38 -0.94 -0.0756
H 0.14 2.70 -2.23 0.0465
H -0.47 4.17 -1.42 0.0415
H -1.46 1.30 -0.93 0.0159
H -2.27 2.73 -0.24 0.0472
C 0.06 -1.30 -0.54 -0.1241
C 0.11 -1.87 0.87 -0.3174
C 1.36 -1.36 1.60 -0.1342
H -0.33 -0.28 -0.48 0.0419
H -0.59 -1.89 -1.19 0.0712
H 1.03 -1.31 -1.02 0.0733
H 0.04 -2.95 0.96 0.0961
H -0.75 -1.52 1.45 0.0957
H 1.22 -1.17 2.68 0.0641
H 2.07 -2.18 1.81 0.0680
H 1.90 -0.56 1.11 0.0647

---

# 4
15
Properties=species:S:1:pos:R:3:lowdin_charge:R:1 method="wB97M-V/def2-TZVPD" homo_ev=-9.88 spin_multiplicity=1
N 0.93 2.15 -0.26 0.1232
C 1.83 1.17 -0.60 -0.3755
O 2.33 0.29 0.14 -0.0109
H 0.35 2.33 -1.05 0.0923
H 0.34 1.67 0.32 0.0145
H 2.08 1.20 -1.72 0.1404
N -1.62 0.04 0.67 -0.0096
C -0.95 -1.33 0.44 -0.3079
N -1.88 -2.18 -0.40 -0.0322
H -0.98 0.66 1.09 0.0054
H -2.30 -0.31 1.37 0.0681
H -0.82 -1.92 1.36 0.0978
H -0.02 -1.24 -0.10 0.0818
H -1.79 -1.75 -1.33 0.0555
H -2.86 -2.02 -0.16 0.0572

---

# 5
59
Properties=species:S:1:pos:R:3:lowdin_charge:R:1 method="wB97M-V/def2-TZVPD" homo_ev=-11.39 spin_multiplicity=1 charge=+1
C -1.55 1.36 2.34 -0.0937
O -1.35 0.18 3.09 -0.1958
C -1.57 -1.04 2.40 -0.2197
C -0.43 -1.41 1.46 -0.1854
C -0.56 -2.83 0.90 -0.1769
C -1.53 -3.08 -0.28 -0.1815
C -1.60 -2.00 -1.37 -0.1940
C -2.56 -0.84 -1.07 -0.2057
C -3.19 -0.18 -2.30 -0.1762
C -2.25 0.67 -3.17 -0.1498
C -1.29 1.57 -2.41 -0.0963
N 0.05 0.91 -2.28 -0.0968
C 0.83 0.86 -3.59 -0.0884
C 1.16 -0.57 -3.98 -0.1504
C 2.26 -0.59 -5.03 -0.2048
F 2.46 -1.90 -5.41 -0.0236
N 0.81 1.59 -1.26 0.0906
C 1.71 0.95 -0.71 -0.7291
S 2.89 0.26 -0.01 0.9352
H -0.60 1.86 2.14 0.0851
H -2.05 1.15 1.40 0.0675
H -2.18 2.04 2.92 0.0951
H -1.67 -1.80 3.17 0.1332
H -2.54 -0.99 1.88 0.1192
H 0.49 -1.34 2.04 0.1056
H -0.35 -0.66 0.66 0.0724
H -0.88 -3.47 1.73 0.1152
H 0.43 -3.20 0.61 0.1103
H -1.21 -4.00 -0.78 0.1124
H -2.53 -3.28 0.09 0.1161
H -1.89 -2.47 -2.31 0.1206
H -0.57 -1.63 -1.52 0.0858
H -2.05 -0.08 -0.46 0.0663
H -3.37 -1.20 -0.43 0.1207
H -4.04 0.42 -2.00 0.1208
H -3.60 -0.98 -2.93 0.1202
H -1.68 0.01 -3.84 0.1063
H -2.85 1.30 -3.84 0.1263
H -1.62 1.77 -1.39 0.1259
H -1.12 2.53 -2.89 0.1391
H -0.11 -0.06 -1.98 0.1162
H 0.21 1.37 -4.34 0.1390
H 1.73 1.46 -3.42 0.1402
H 0.29 -1.08 -4.38 0.1235
H 1.50 -1.13 -3.10 0.1225
H 1.99 -0.01 -5.91 0.1335
H 3.21 -0.21 -4.63 0.1310
C 3.26 2.63 5.75 -0.0058
C 3.36 2.45 4.26 -0.5511
O 4.00 3.21 3.55 0.0354
N 2.70 1.40 3.70 0.0029
C 1.88 0.38 4.34 -0.0673
H 3.84 3.50 6.03 0.0852
H 2.23 2.77 6.07 0.0854
H 3.66 1.76 6.28 0.0862
H 2.83 1.35 2.71 0.0784
H 2.30 -0.61 4.17 0.0845
H 0.86 0.40 3.94 0.0594
H 1.84 0.55 5.41 0.0794

---

# 6
50
Properties=species:S:1:pos:R:3:lowdin_charge:R:1 method="wB97M-V/def2-TZVPD" homo_ev=-19.95 spin_multiplicity=1 charge=+4
N -0.01 -1.12 -2.01 0.0451
C 0.46 -1.69 -2.92 -0.1020
C 1.03 -2.34 -4.06 0.0441
H 1.90 -1.77 -4.43 0.1428
H 0.28 -2.42 -4.86 0.1406
H 1.36 -3.36 -3.79 0.1388
N -2.93 -0.68 0.50 0.0366
C -3.97 -1.00 0.90 -0.0820
C -5.27 -1.37 1.36 0.0449
H -5.93 -1.58 0.50 0.1398
H -5.71 -0.56 1.96 0.1411
H -5.22 -2.28 1.98 0.1388
N 0.08 1.76 0.57 0.0460
C 0.60 2.71 1.01 -0.0905
C 1.23 3.89 1.52 0.0479
H 1.28 3.86 2.62 0.1425
H 0.65 4.78 1.21 0.1388
H 2.25 3.98 1.12 0.1429
Zr -0.83 -0.15 -0.16 1.6750
C -0.82 -0.27 2.13 -0.0424
O -0.81 -0.30 3.30 0.2580
C -0.88 -2.42 0.22 -0.0417
O -0.91 -3.58 0.37 0.2531
C -2.38 0.73 -3.20 -0.0920
C -1.29 1.61 -3.17 -0.0909
C -1.27 2.66 -2.23 -0.0895
C -2.32 2.82 -1.33 -0.0899
C -3.41 1.93 -1.36 -0.0904
C -3.44 0.89 -2.29 -0.0911
H -2.43 -0.08 -3.96 0.1363
H -0.47 1.52 -3.90 0.1370
H -0.41 3.37 -2.24 0.1376
H -2.32 3.66 -0.61 0.1371
H -4.26 2.09 -0.66 0.1374
H -4.31 0.21 -2.35 0.1367
N 4.96 -0.47 3.89 0.2217
C 3.83 0.03 3.32 -0.4623
O 3.27 1.02 3.78 0.0681
C 3.29 -0.66 2.10 -0.0435
C 3.91 -1.73 1.45 0.0763
C 3.28 -2.33 0.37 0.0329
C 2.03 -1.89 -0.04 -0.1268
N 1.44 -0.84 0.56 -0.0663
C 2.04 -0.24 1.61 -0.0606
H 5.31 0.00 4.72 0.1459
H 5.47 -1.29 3.59 0.1230
H 4.86 -2.10 1.77 0.1398
H 3.72 -3.17 -0.14 0.1407
H 1.55 -2.43 -0.85 0.0851
H 1.52 0.59 2.12 0.0894

---

# 7
37
Properties=species:S:1:pos:R:3:lowdin_spin:R:1 method="wB97M-V/def2-TZVPD" homo_ev="-23.19 / -22.90" spin_multiplicity=2 charge=+4
Re -0.38 -0.03 -1.17 0.9531
C 2.47 -0.98 -3.97 -0.0115
C 1.11 -0.78 -3.51 -0.0196
C 0.49 -1.72 -2.61 -0.0123
C -0.93 -1.78 -2.45 0.0077
C -1.69 -0.67 -2.90 0.0250
C -1.05 0.39 -3.63 0.0016
C 0.30 0.33 -3.94 0.0038
H 2.97 -0.08 -4.33 -0.0020
H 2.43 -1.63 -4.87 -0.0063
H 3.09 -1.55 -3.28 -0.0011
H 1.09 -2.54 -2.24 0.0025
H -1.41 -2.68 -2.08 0.0025
H -2.78 -0.69 -2.84 0.0072
H -1.65 1.21 -4.01 -0.0009
H 0.74 1.09 -4.57 0.0002
C 0.60 2.37 2.75 -0.0020
N 0.02 1.50 1.73 -0.0046
C -0.06 2.06 0.39 0.0140
C -0.33 0.23 1.87 -0.0077
N -0.55 -0.51 0.74 -0.0497
N -0.48 -0.36 3.12 0.0503
C -0.95 0.36 4.27 0.0082
C -0.28 -1.78 3.31 0.0054
H 1.38 2.99 2.30 -0.0008
H 1.05 1.81 3.57 -0.0001
H -0.14 3.07 3.16 -0.0007
H 0.06 3.14 0.45 0.0006
H -1.07 1.93 -0.06 0.0060
H 0.81 1.73 -0.25 0.0120
H -0.92 -1.43 0.96 0.0068
H -1.39 1.32 4.05 0.0003
H -0.15 0.49 5.03 0.0037
H -1.68 -0.27 4.81 0.0032
H 0.38 -2.22 2.56 0.0006
H -1.24 -2.33 3.34 0.0032
H 0.15 -1.96 4.30 0.0014

---

# 8
61
Properties=species:S:1:pos:R:3:lowdin_spin:R:1 method="wB97M-V/def2-TZVPD" homo_ev="-11.21 / -11.22" spin_multiplicity=5 charge=+1
Co -0.15 0.45 0.45 2.7186
C 2.60 3.10 1.51 0.0054
Se 0.69 2.75 1.67 0.0506
C 0.11 4.19 0.44 0.0023
C 0.53 4.05 -1.02 0.0490
Se -0.47 2.78 -2.13 0.7185
C 0.65 3.01 -3.70 0.0495
H 2.81 4.15 1.74 0.0013
H 2.94 2.84 0.51 0.0006
H 3.10 2.46 2.23 0.0001
H 0.55 5.10 0.84 0.0006
H -0.97 4.24 0.55 0.0004
H 1.58 3.78 -1.13 0.0071
H 0.38 5.01 -1.52 0.0150
H 0.79 4.07 -3.89 0.0094
H 0.15 2.53 -4.53 -0.0003
H 1.61 2.52 -3.50 0.0109
N -2.68 1.64 3.49 0.0004
C -3.22 0.65 2.48 0.0004
C -4.56 0.08 2.89 0.0001
P -1.83 -0.55 2.22 0.0050
O -2.26 -1.72 3.23 0.0029
O -1.68 -1.03 0.81 0.0353
O -0.62 0.21 2.73 0.0323
P -3.25 1.56 0.85 0.0042
O -3.85 2.98 1.41 0.0024
O -4.11 0.99 -0.18 0.0004
O -1.77 1.84 0.61 0.0353
H -3.03 1.46 4.43 0.0000
H -2.92 2.59 3.21 0.0001
H -1.63 1.49 3.47 0.0003
H -4.50 -0.43 3.85 0.0000
H -4.89 -0.63 2.14 0.0000
H -5.31 0.88 2.94 0.0000
H -1.82 -2.57 3.07 0.0000
H -4.63 3.22 0.89 0.0001
N 2.09 0.93 -1.65 0.1033
C 1.18 0.73 -0.96 0.0844
C 3.23 -2.26 1.73 0.0018
C 2.32 -1.22 1.64 0.0031
N 1.24 -1.29 0.86 0.0451
C 1.04 -2.39 0.13 0.0026
C 1.89 -3.49 0.16 0.0011
C 3.00 -3.41 1.00 -0.0013
C 1.58 -4.75 -0.55 0.0003
C 1.16 -4.93 -1.81 0.0002
C 1.06 -3.97 -2.92 0.0000
C 2.01 -2.98 -3.20 0.0001
C 1.80 -2.22 -4.34 0.0000
N 0.75 -2.40 -5.13 0.0000
C -0.09 -3.37 -4.80 0.0000
N 0.03 -4.16 -3.75 0.0000
H 4.10 -2.18 2.37 0.0003
H 2.44 -0.32 2.22 0.0002
H 0.14 -2.41 -0.47 0.0005
H 3.68 -4.26 1.07 -0.0001
H 1.67 -5.63 0.07 0.0001
H 0.85 -5.93 -2.10 0.0000
H 2.88 -2.83 -2.58 0.0000
H 2.50 -1.45 -4.62 0.0000
H -0.94 -3.54 -5.44 0.0000

---

# 9
36
Properties=species:S:1:pos:R:3:lowdin_charge:R:1 method="wB97M-V/def2-TZVPD" homo_ev=-11.57 spin_multiplicity=1 charge=+1
C 2.07 -5.72 0.87 -0.1119
C 2.81 -4.40 0.87 -0.2948
C 1.92 -3.20 1.00 -0.1956
C 2.78 -1.96 1.12 -0.2053
O 2.00 -0.94 1.68 -0.0188
C 1.17 -0.15 0.95 -0.2702
C 1.14 -0.05 -0.44 0.0194
C 0.28 0.82 -1.12 0.0075
C -0.52 1.70 -0.37 -0.1696
C -1.39 2.63 -1.06 -0.1673
C -1.56 2.97 -2.40 0.0527
C -2.73 3.83 -2.45 -0.0022
N -3.16 4.09 -1.23 -0.1070
C -4.48 4.63 -0.91 0.0324
N -2.39 3.28 -0.38 0.1476
C -0.50 1.58 1.06 0.0175
C 0.34 0.64 1.68 0.0179
H 1.61 -5.91 -0.08 0.0634
H 2.80 -6.52 1.06 0.0797
H 1.30 -5.72 1.68 0.0889
H 3.35 -4.33 -0.09 0.1209
H 3.56 -4.42 1.68 0.1190
H 1.33 -3.30 1.92 0.1323
H 1.27 -3.09 0.12 0.1263
H 3.58 -2.11 1.84 0.1299
H 3.33 -1.71 0.20 0.1335
H 1.76 -0.70 -1.06 0.1188
H 0.26 0.85 -2.21 0.1194
H -0.95 2.57 -3.20 0.1194
H -3.20 4.23 -3.37 0.1618
H -4.45 5.26 -0.01 0.1075
H -5.22 3.88 -0.71 0.0934
H -4.83 5.23 -1.74 0.1025
H -2.52 3.31 0.65 0.1870
H -1.17 2.20 1.66 0.1000
H 0.40 0.55 2.78 0.1442

---

# 10
18
Properties=species:S:1:pos:R:3:lowdin_charge:R:1 method="wB97M-V/def2-TZVPD" homo_ev=-9.25 spin_multiplicity=1
N 0.80 -0.97 2.76 0.1596
C 0.99 -0.02 1.79 -0.5942
O 1.07 1.18 2.05 0.0096
N 1.08 -0.27 0.41 0.0288
C 0.36 -1.38 -0.25 -0.2040
C -1.12 -1.04 -0.53 -0.2513
C -1.44 0.41 -0.95 -0.6033
S -0.71 1.06 -2.47 0.6775
H 0.73 -0.62 3.69 0.1007
H 0.13 -1.70 2.54 0.0881
H 1.29 0.61 -0.06 0.1194
H 0.95 -1.58 -1.13 0.1081
H 0.37 -2.18 0.52 0.1095
H -1.35 -1.72 -1.37 0.1036
H -1.84 -1.34 0.33 0.1327
H -2.53 0.60 -1.03 0.0707
H -1.30 1.13 -0.11 0.0691
H 0.61 0.60 -2.43 -0.1244

---

# 11
39
Properties=species:S:1:pos:R:3:lowdin_charge:R:1 method="wB97M-V/def2-TZVPD" homo_ev=-9.10 spin_multiplicity=1
O -4.28 1.55 1.23 0.1857
C -3.34 1.29 0.57 -0.3831
C -1.96 0.88 0.96 -0.1232
C -1.47 0.26 2.10 -0.5651
Cl -2.53 -0.18 3.38 0.7527
C -0.10 0.00 2.18 -0.0352
C 0.78 0.37 1.18 -0.1346
C 2.26 0.08 1.33 -0.1288
C 2.59 -1.13 2.22 -0.2990
C 1.94 -2.42 1.73 -0.6328
I 1.03 -3.56 3.31 0.7672
C 0.29 1.01 0.01 -0.0858
C 1.18 1.46 -1.13 -0.1104
C 1.50 0.35 -2.16 -0.1250
C 2.94 -0.19 -2.16 -0.1972
F 3.81 0.59 -1.41 -0.0649
C -1.08 1.23 -0.05 -0.0469
C -1.91 1.85 -1.14 -0.3876
O -1.59 2.61 -1.99 0.1722
N -3.28 1.44 -0.90 -0.0367
P -3.81 0.04 -1.69 0.0938
O -5.20 -0.18 -0.99 -0.1474
O -2.96 -1.22 -1.18 -0.1717
S -3.87 0.15 -3.61 0.3120
H 0.23 -0.50 3.08 0.0814
H 2.73 -0.09 0.38 0.0891
H 2.71 0.94 1.81 0.1377
H 3.67 -1.25 2.18 0.1107
H 2.34 -0.92 3.25 0.0747
H 2.66 -3.09 1.28 0.0340
H 1.13 -2.23 1.04 0.0300
H 0.62 2.22 -1.66 0.0992
H 2.06 1.95 -0.73 0.1207
H 0.82 -0.48 -1.97 0.1089
H 1.26 0.72 -3.15 0.1116
H 3.32 -0.18 -3.18 0.1137
H 3.00 -1.22 -1.82 0.1103
H -5.49 -1.10 -1.11 0.0980
H -2.01 -1.05 -1.19 0.0718

---

# 12
9
Properties=species:S:1:pos:R:3:lowdin_charge:R:1 method="wB97M-V/def2-TZVPD" homo_ev=-9.35 spin_multiplicity=1
C 1.22 -0.70 -0.77 -0.2573
C -1.50 0.53 0.81 -0.1489
C 1.75 0.23 0.03 0.0111
O 1.11 -1.64 -1.47 0.1511
O -2.03 -0.38 0.01 0.0360
F -1.59 1.73 0.22 0.0035
H 1.83 1.18 -0.37 0.0415
H -2.28 -1.18 0.51 0.1211
H 1.48 0.22 1.04 0.0420

---

# 13
24
Properties=species:S:1:pos:R:3:lowdin_charge:R:1 method="wB97M-V/def2-TZVPD" homo_ev=-9.95 spin_multiplicity=1
C 0.55 3.23 0.35 -0.1626
C -0.62 2.35 1.01 -0.6680
Br -2.35 3.22 0.52 0.6024
C -0.57 0.78 0.57 -0.2313
N -0.39 0.00 1.83 0.0425
C -0.28 -1.44 1.60 -0.4244
O -1.33 -2.13 1.75 0.0684
O 0.90 -2.15 1.27 -0.0436
C 1.32 -1.95 -0.10 -0.0970
C -0.05 -2.20 -1.10 -0.1583
C 0.31 -2.21 -2.74 0.0039
O -0.44 -1.03 -1.96 -0.2298
H 1.34 2.56 -0.12 0.0731
H 1.06 3.87 1.14 0.0804
H 0.15 3.94 -0.45 0.0603
H -0.50 2.41 2.16 0.0983
H -1.55 0.59 0.03 0.1087
H 0.29 0.64 -0.16 0.0964
H -1.28 0.11 2.35 0.1369
H 1.69 -0.90 -0.34 0.1236
H 2.01 -2.79 -0.41 0.1342
H -0.88 -2.96 -0.72 0.1674
H -0.62 -2.28 -3.41 0.1164
H 1.24 -1.66 -3.10 0.1022

---

# 14
15
Properties=species:S:1:pos:R:3:lowdin_charge:R:1 method="wB97M-V/def2-TZVPD" homo_ev=-19.25 spin_multiplicity=1 charge=+2
N -1.13 -1.24 -0.89 0.1424
N -0.88 -0.50 0.14 -0.0610
N -2.13 0.73 0.13 0.2467
C 0.27 0.03 0.47 -0.0573
N 1.47 -0.50 -0.06 0.0677
N 2.69 0.15 0.25 0.1733
H -1.47 -2.20 -0.80 0.1741
H -1.07 -0.98 -1.82 0.1188
H -2.99 0.44 -0.44 0.1962
H -2.47 0.85 1.12 0.1798
H -1.67 1.54 -0.30 0.1530
H 0.46 0.69 1.23 0.1168
H 2.98 0.45 -0.67 0.1928
H 3.24 -0.44 0.87 0.1973
H 2.70 0.99 0.79 0.1594

---

# 15
14
Properties=species:S:1:pos:R:3:lowdin_charge:R:1 method="wB97M-V/def2-TZVPD" homo_ev=-8.99 spin_multiplicity=1
C -0.70 1.09 0.44 -0.1026
C 0.75 0.80 0.21 -0.2112
C 0.94 -0.22 -0.88 -0.0975
C 1.02 -0.62 0.58 -0.1593
N -0.27 -1.36 0.51 0.0403
C -0.40 -0.95 -0.90 -0.1658
C -1.24 -0.30 0.15 -0.2061
H -1.12 1.82 -0.25 0.1187
H -0.87 1.42 1.47 0.1167
H 1.55 1.51 0.37 0.1406
H 1.60 -0.07 -1.73 0.1272
H 1.72 -0.93 1.36 0.1326
H -0.71 -1.65 -1.67 0.1322
H -2.27 -0.56 0.34 0.1343

---

# 16
9
Properties=species:S:1:pos:R:3:lowdin_charge:R:1 method="wB97M-V/def2-TZVPD" homo_ev=-8.70 spin_multiplicity=1
C -0.94 1.16 -0.14 -0.6041
N 0.31 1.25 -0.14 -0.0163
N 0.91 0.13 0.48 -0.0511
C 0.46 -1.17 -0.01 -0.3005
N -0.75 -1.51 -0.24 -0.2203
S -1.84 -0.17 0.27 0.9187
H -1.40 2.03 -0.42 0.0452
H 1.89 0.17 0.41 0.0825
H 1.37 -1.88 -0.20 0.1460

---

no.,electronic energy (eV)
1,-7511.659
2,-8066.452
3,-5378.139
4,-8736.803
5,-40306.332
6,-35912.659
7,-19332.798
8,-225735.617
9,-19846.678
10,-20173.117
11,-67908.553
12,-9968.606
13,-85123.529
14,-8610.887
15,-7822.461
16,-17425.916